(1)
{
  "formula": "C52H33N12S2SeZr",
  "method": "wB97M-V/def2-TZVPD",
  "elements": ["Zr", "Se", "S", "S", "N", "N", "N", "N", "N", "N", "N", "N", "N", "N", "N", "N", "C", "C", "C", "C", "C", "C", "C", "C", "C", "C", "C", "C", "C", "C", "C", "C", "C", "C", "C", "C", "C", "C", "C", "C", "C", "C", "C", "C", "C", "C", "C", "C", "C", "C", "C", "C", "C", "C", "C", "C", "C", "C", "C", "C", "C", "C", "C", "C", "C", "C", "C", "C", "H", "H", "H", "H", "H", "H", "H", "H", "H", "H", "H", "H", "H", "H", "H", "H", "H", "H", "H", "H", "H", "H", "H", "H", "H", "H", "H", "H", "H", "H", "H", "H", "H"],
  "positions_angstrom": [[12.96, 13.68, 15.24], [15.57, 14.21, 14.17], [13.59, 16.18, 16.09], [16.65, 12.52, 21.15], [13.64, 10.98, 12.77], [11.74, 12.97, 16.86], [10.99, 14.86, 12.43], [11.00, 14.75, 14.74], [10.35, 14.93, 16.99], [12.52, 13.06, 13.10], [12.83, 10.89, 17.46], [14.65, 13.45, 17.13], [13.37, 11.43, 15.19], [13.80, 16.78, 13.51], [16.36, 11.31, 10.42], [13.36, 12.99, 24.27], [11.24, 12.10, 19.01], [15.87, 12.92, 19.56], [10.46, 13.28, 18.81], [12.22, 18.91, 13.48], [14.16, 9.45, 14.59], [9.37, 12.93, 20.82], [10.83, 13.84, 17.47], [15.32, 7.33, 14.56], [13.11, 11.47, 9.83], [11.55, 12.99, 8.64], [15.85, 12.76, 17.21], [9.02, 17.40, 13.03], [14.10, 14.03, 23.86], [15.13, 7.23, 15.94], [9.59, 16.48, 15.25], [15.01, 13.95, 22.79], [14.80, 8.40, 13.84], [8.13, 18.38, 15.07], [13.64, 17.40, 12.33], [15.66, 13.42, 11.33], [15.31, 12.71, 22.33], [11.78, 13.86, 12.29], [11.96, 11.86, 17.73], [10.20, 11.85, 21.02], [12.39, 18.27, 14.67], [11.82, 13.28, 10.94], [14.18, 13.95, 18.25], [15.89, 12.54, 10.31], [10.62, 15.45, 13.56], [16.42, 12.43, 18.45], [13.70, 11.74, 23.89], [8.78, 17.44, 15.90], [12.34, 11.82, 8.71], [14.74, 13.67, 19.49], [11.14, 11.36, 20.16], [8.26, 18.35, 13.68], [16.41, 11.77, 12.82], [14.38, 8.18, 16.69], [9.71, 16.45, 13.83], [13.13, 12.16, 12.31], [16.68, 10.93, 11.66], [11.20, 13.66, 9.75], [13.93, 9.32, 15.97], [13.24, 10.61, 16.27], [13.26, 17.15, 14.68], [13.73, 10.76, 14.08], [12.69, 12.27, 10.90], [9.50, 13.74, 19.66], [15.87, 12.99, 12.60], [12.95, 18.62, 12.30], [10.41, 15.39, 15.80], [14.75, 11.58, 22.95], [14.16, 17.11, 11.39], [13.85, 10.66, 10.00], [16.74, 11.39, 13.79], [11.05, 13.27, 7.75], [17.31, 11.82, 18.41], [12.45, 11.34, 7.71], [14.96, 8.33, 12.70], [13.26, 14.51, 18.22], [16.99, 9.89, 11.88], [14.21, 13.99, 20.39], [15.47, 14.80, 22.39], [15.50, 12.83, 9.37], [15.80, 6.50, 14.02], [14.43, 15.95, 13.52], [7.83, 19.18, 13.15], [11.80, 10.55, 20.44], [15.02, 14.28, 11.11], [11.62, 19.81, 13.42], [13.07, 10.91, 24.23], [15.38, 6.35, 16.47], [14.27, 7.89, 17.78], [7.57, 19.23, 15.49], [10.50, 14.48, 9.79], [8.65, 13.27, 21.59], [14.96, 10.55, 22.70], [8.93, 14.67, 19.47], [9.15, 17.64, 12.00], [16.25, 12.31, 16.31], [10.15, 11.20, 21.91], [8.65, 17.42, 16.99], [13.93, 15.03, 24.29], [11.90, 18.50, 15.57], [12.99, 19.19, 11.43]],
  "e_homo_ev": [-8.9, -8.9],
  "charge": 1,
  "e_tot_ha": -5903.24161,
  "e_above_lowest_kcal_mol": 68.84,
  "homo_lumo_gap_ev": [4.5730, 4.5429]
}



(2)
{
  "formula": "C21H16N4O3",
  "method": "wB97M-V/def2-TZVPD",
  "elements": ["O", "O", "O", "N", "N", "N", "N", "C", "C", "C", "C", "C", "C", "C", "C", "C", "C", "C", "C", "C", "C", "C", "C", "C", "C", "C", "C", "C", "H", "H", "H", "H", "H", "H", "H", "H", "H", "H", "H", "H", "H", "H", "H", "H"],
  "positions_angstrom": [[1.15, 3.56, -5.25], [3.36, 3.07, -5.37], [2.81, 3.19, -0.39], [0.16, 0.29, -2.37], [1.04, 1.46, 1.14], [-0.87, -1.36, -1.31], [1.81, 2.65, -2.32], [-0.49, -0.84, -2.53], [-3.35, -3.89, -0.30], [0.95, 1.83, 5.35], [1.04, 1.67, 3.96], [-1.01, -3.69, -1.83], [2.57, 3.59, -3.19], [2.38, 3.38, -4.71], [0.32, 0.46, -0.96], [0.26, 0.68, 3.26], [-2.91, -4.99, -1.05], [0.07, 1.06, 6.10], [-1.76, -4.87, -1.84], [-2.66, -2.70, -0.34], [1.94, 2.47, -0.94], [-0.75, 0.12, 5.46], [0.36, 0.51, 1.81], [1.09, 1.47, -0.22], [-0.63, -0.07, 4.06], [-0.33, -0.56, -0.29], [-0.32, -0.54, 1.10], [-1.50, -2.57, -1.12], [1.22, 1.91, -2.74], [-0.86, -1.28, 1.68], [-0.07, -3.58, -2.38], [-3.44, -5.91, -0.98], [2.30, 4.63, -2.97], [-0.69, -1.30, -3.53], [1.26, 3.47, -6.21], [-1.41, -5.70, -2.45], [3.64, 3.44, -2.97], [-4.22, -3.98, 0.34], [-1.46, -0.40, 6.06], [1.77, 2.25, 3.38], [-3.00, -1.88, 0.29], [1.63, 2.57, 5.77], [-1.31, -0.81, 3.63], [-0.05, 1.20, 7.15]],
  "e_homo_ev": -8.4,
  "e_tot_ha": -1254.61645,
  "e_above_lowest_kcal_mol": 0.00,
  "homo_lumo_gap_ev": 8.0617
}



(3)
{
  "formula": "C18H22Cl2NO3P",
  "method": "wB97M-V/def2-TZVPD",
  "elements": ["Cl", "Cl", "P", "O", "O", "O", "N", "C", "C", "C", "C", "C", "C", "C", "C", "C", "C", "C", "C", "C", "C", "C", "C", "C", "C", "H", "H", "H", "H", "H", "H", "H", "H", "H", "H", "H", "H", "H", "H", "H", "H", "H", "H", "H", "H", "H", "H"],
  "positions_angstrom": [[-6.64, 2.22, -0.78], [-3.90, 2.99, 0.53], [1.08, 1.02, 0.64], [-0.11, 0.76, 1.47], [1.27, 2.62, 0.44], [1.37, -1.68, -0.17], [-1.18, -1.65, 0.25], [5.94, 1.53, -1.18], [-5.46, 1.01, -0.43], [4.43, 2.14, 0.58], [-0.83, -1.34, -1.12], [5.35, 0.28, -1.24], [2.68, 0.54, 1.41], [0.98, 0.47, -1.11], [-4.78, -1.29, -0.45], [-3.57, -0.96, 0.14], [0.68, -1.02, -1.20], [3.83, 0.88, 0.52], [-2.55, -2.04, 0.47], [-5.73, -0.32, -0.73], [-2.71, -2.44, 1.94], [-4.25, 1.35, 0.16], [4.30, -0.04, -0.40], [-3.31, 0.37, 0.45], [5.47, 2.46, -0.26], [-1.05, -2.24, -1.72], [-1.41, -0.51, -1.55], [5.70, -0.45, -1.96], [-2.39, 0.66, 0.91], [-5.00, -2.32, -0.70], [3.83, -1.01, -0.45], [-2.75, -2.91, -0.16], [4.07, 2.87, 1.29], [-2.01, -3.24, 2.18], [0.69, -2.09, 0.39], [0.55, 3.06, 0.89], [-6.67, -0.58, -1.18], [1.06, -1.40, -2.16], [1.94, 0.70, -1.57], [-0.95, -0.85, 0.84], [6.75, 1.78, -1.84], [5.93, 3.43, -0.21], [2.72, 1.09, 2.35], [-3.72, -2.78, 2.13], [2.64, -0.53, 1.62], [-2.50, -1.59, 2.58], [0.22, 1.08, -1.60]],
  "e_homo_ev": -9.0,
  "e_tot_ha": -2241.42168,
  "e_above_lowest_kcal_mol": 0.00,
  "homo_lumo_gap_ev": 9.6573
}



(4)
{
  "formula": "C18H16ClF7I2N3O9PS3",
  "method": "wB97M-V/def2-TZVPD",
  "elements": ["I", "I", "Cl", "S", "S", "S", "P", "F", "F", "F", "F", "F", "F", "F", "O", "O", "O", "O", "O", "O", "O", "O", "O", "N", "N", "N", "C", "C", "C", "C", "C", "C", "C", "C", "C", "C", "C", "C", "C", "C", "C", "C", "C", "C", "H", "H", "H", "H", "H", "H", "H", "H", "H", "H", "H", "H", "H", "H", "H", "H"],
  "positions_angstrom": [[-1.01, -0.41, -2.93], [1.55, -0.68, -0.32], [-0.54, -6.27, 1.13], [-1.08, -4.99, 4.38], [2.48, 1.65, -7.10], [4.94, 0.77, -7.46], [0.22, -4.27, 1.16], [0.04, 1.83, -6.03], [0.88, -0.18, -6.02], [-2.29, -6.12, 3.81], [5.28, -1.74, -6.65], [1.60, 1.30, -4.61], [7.15, -0.68, -7.06], [6.01, -0.25, -5.24], [1.89, 1.39, -8.41], [-5.07, -0.48, 3.92], [5.72, 2.00, -7.25], [1.85, -4.28, 1.88], [4.89, 0.31, -8.84], [2.71, 3.07, -6.80], [0.36, -5.51, 4.22], [-1.33, -4.92, 5.93], [-4.37, 0.39, 4.59], [-2.04, -2.56, 4.51], [3.60, 0.64, -6.62], [-1.33, -3.37, 3.67], [-2.02, 4.32, 1.26], [-2.32, -1.17, 4.08], [-3.22, -1.25, -0.65], [2.11, 3.75, 2.52], [-0.71, 3.50, 1.85], [0.67, 1.26, 2.81], [-2.17, 1.02, 2.14], [1.20, 1.14, -5.90], [-1.62, -0.99, -0.90], [-1.05, -1.60, 1.65], [0.68, 4.41, 1.99], [-0.78, -3.12, 2.29], [-3.14, -0.18, 5.15], [5.88, -0.52, -6.58], [-0.77, 1.88, 2.27], [-0.55, -1.12, 0.16], [-1.88, -0.52, 2.61], [2.08, 2.16, 2.93], [-3.48, -2.33, -1.05], [-5.17, -0.11, 2.98], [-1.91, 5.43, 1.66], [-2.39, 0.97, 0.96], [0.78, 0.14, 3.13], [-3.82, -0.41, -1.23], [3.05, 1.65, 3.33], [-3.05, 3.85, 1.56], [-3.10, 1.53, 2.62], [2.03, -3.29, 2.01], [-2.34, 0.65, 5.45], [3.12, 4.33, 2.63], [-3.45, -0.77, 6.13], [0.68, 5.54, 1.69], [-3.55, -1.18, 0.47], [-1.87, 4.40, 0.09]],
  "e_homo_ev": -8.2,
  "e_tot_ha": -4826.47614,
  "homo_lumo_gap_ev": 3.1715
}